1.
Entry from OMol25: a structure of composition C30H42Br2CrN2P2 in a non-equilibrium geometry (wB97M-V/def2-TZVPD).

```
79
Properties=species:S:1:pos:R:3:forces:R:3:lowdin_spin:R:1
C -0.30183 7.09054 -3.41942 0.03 0.03 -0.19 0.002
C -0.48580 5.72675 -3.69706 -0.06 0.33 -0.52 0.001
C -0.78093 5.34989 -5.01764 0.04 0.22 0.01 0.002
C -0.87602 6.34543 -5.99316 0.13 -0.40 0.57 0.000
N -0.68478 7.63098 -5.71941 -0.17 0.39 -0.22 0.002
C -0.41828 8.00834 -4.47113 0.04 -0.72 0.33 0.000
C -0.33221 4.72490 -2.68427 0.42 -0.66 0.70 0.013
C -0.10387 3.87160 -1.85145 -0.32 2.07 -1.55 0.000
C 0.14027 2.90854 -0.87140 -0.16 -0.51 0.12 0.020
C 1.08175 3.11684 0.14459 0.24 -0.35 0.19 -0.014
C 1.32893 2.10113 1.07955 -0.14 0.50 -0.44 -0.011
C 0.56292 0.96267 0.95550 -1.58 -1.45 0.29 -0.252
C -0.43689 0.76604 -0.00816 1.19 0.55 0.35 -0.006
C -0.62349 1.73748 -0.97229 -0.16 -0.40 0.18 -0.015
Cr -0.19095 -0.68879 1.95774 2.31 2.60 0.71 3.403
P 2.16082 -1.29576 1.37501 -0.25 0.02 -0.06 -0.075
H -0.90076 4.30258 -5.28775 -0.04 0.23 0.11 0.000
H -0.04102 7.43217 -2.41851 -0.15 -0.13 -0.23 0.000
H -1.10825 6.07144 -7.02398 0.10 0.19 0.23 0.000
H -0.28319 9.07414 -4.28502 -0.01 -0.25 -0.12 0.000
H -1.35405 1.61513 -1.77236 0.18 0.22 0.17 -0.002
H 1.62376 4.06735 0.17914 -0.21 -0.41 -0.01 -0.002
H -1.08429 -0.12776 -0.00244 0.10 0.04 0.06 0.000
H 2.06859 2.23027 1.87123 -0.34 -0.06 -0.20 -0.002
C 2.30345 -2.94249 2.17181 0.28 -0.03 0.08 -0.011
C 3.38042 -3.90226 1.68549 0.22 -0.47 0.10 -0.005
H 1.31598 -3.42071 2.06203 0.16 0.08 0.19 0.003
H 2.43983 -2.74367 3.24298 -0.17 0.07 -0.13 0.001
H 3.43486 -4.75396 2.37812 0.00 0.18 -0.23 -0.001
H 3.14376 -4.31059 0.69794 0.14 0.09 0.07 0.000
H 4.37511 -3.44625 1.66114 -0.32 -0.17 -0.12 0.000
C 2.35997 -1.51861 -0.43142 -0.28 -0.44 -0.31 -0.004
C 3.23847 -0.54733 -1.22057 0.15 0.10 -0.21 0.000
H 1.33422 -1.43899 -0.81772 0.37 0.07 -0.05 0.001
H 2.69249 -2.55502 -0.59616 -0.06 0.25 -0.09 -0.001
H 3.12099 -0.78445 -2.28772 0.12 0.13 0.27 0.000
H 2.93748 0.50260 -1.08652 0.08 -0.33 0.04 0.000
H 4.30641 -0.65294 -0.97910 -0.41 0.09 -0.03 0.000
C 3.59734 -0.25351 1.83567 -0.28 0.27 0.47 -0.003
C 4.95568 -0.95221 1.88257 0.30 -0.02 -0.06 -0.003
H 3.32852 0.16421 2.81457 0.27 -0.11 -0.20 0.000
H 3.62811 0.59897 1.13994 -0.12 -0.37 0.12 0.001
H 5.71868 -0.22091 2.17760 -0.19 -0.15 -0.07 0.000
H 4.98768 -1.76269 2.61828 -0.03 0.24 -0.12 0.000
H 5.25840 -1.35312 0.90474 -0.11 0.05 0.29 0.000
Br 0.95087 0.31311 3.93968 -0.75 -0.80 -0.13 -0.078
P -2.00934 -3.15432 -0.85076 1.63 2.24 0.74 0.605
C -0.21301 -3.53552 -0.78929 -0.02 -0.61 -0.25 0.095
C 0.13486 -4.92246 -1.33540 0.25 -0.50 -0.09 0.016
H 0.13168 -3.42094 0.25574 -0.25 -0.02 -0.41 0.010
H 0.28657 -2.77352 -1.40273 -0.45 -0.24 0.10 0.008
H 1.19741 -4.95794 -1.61644 -0.35 -0.03 0.12 0.000
H -0.04646 -5.70642 -0.58846 0.01 0.19 -0.24 0.001
H -0.45965 -5.15768 -2.23005 0.28 0.04 0.22 0.003
C -2.53077 -2.77104 0.86886 -0.14 -0.42 -0.11 0.094
C -3.84115 -3.50309 1.18030 -0.45 -0.20 0.43 0.023
H -2.63808 -1.68361 1.01125 -0.02 -0.21 -0.28 0.011
H -1.72107 -3.12597 1.52747 -0.17 -0.11 -0.18 0.007
H -3.95458 -3.62282 2.26579 -0.07 0.02 -0.32 0.001
H -4.71486 -2.95695 0.80642 0.24 -0.07 0.04 0.001
H -3.85571 -4.50158 0.72343 -0.01 0.19 0.27 0.006
C -2.09481 -1.57227 -1.80497 -0.85 -0.14 -0.45 0.094
C -2.51093 -1.75512 -3.27265 -0.11 0.04 -0.34 0.012
H -1.11341 -1.07037 -1.76466 -0.25 -0.44 0.19 0.015
H -2.83218 -0.93733 -1.28511 0.18 -0.28 -0.12 0.002
H -2.88552 -0.79403 -3.65491 0.14 -0.39 0.04 0.000
H -1.66082 -2.06068 -3.89732 -0.26 0.03 0.18 0.000
H -3.30695 -2.50636 -3.37634 0.19 0.34 -0.05 0.004
Br -3.86466 -0.87541 6.30913 0.17 0.24 -0.48 0.000
C -3.20678 0.10689 4.82183 0.08 -0.55 -0.12 0.001
C -3.27558 1.50363 4.81257 0.18 -0.22 -0.49 0.007
C -2.85111 2.16242 3.65311 -0.12 -0.10 0.26 0.000
C -2.24454 1.44521 2.63170 0.21 -0.29 0.35 0.006
N -2.02713 0.11160 2.72578 -1.21 -0.31 0.29 0.003
C -2.61633 -0.58020 3.75205 0.48 1.52 -0.16 0.009
H -3.66322 2.03673 5.68391 0.07 -0.14 -0.39 0.000
H -2.95169 3.24006 3.54466 -0.01 -0.24 0.10 0.000
H -1.88490 1.96177 1.73685 0.05 -0.30 0.40 0.000
H -2.54443 -1.66372 3.69760 0.03 0.17 0.35 0.002
```
Forces are in eV/Å.

max |F|: 3.6 eV/Å
energy above the lowest of the compared OMol25 structures with the same formula, charge and spin: 57.22 kJ/mol
multiplicity: 5
LUMO level (alpha / beta): -6.48 / -9.84 eV
charge: +2

---

2.
Entry from OMol25: a cluster of 2 separate species, C6H6O4S in total in a non-equilibrium geometry (wB97M-V/def2-TZVPD).

```
17
Properties=species:S:1:pos:R:3:forces:R:3:nbo_charge:R:1
C -1.01632 -0.81256 -1.02037 0.19 0.02 1.61 -0.301
C -1.75750 0.15244 -0.41958 2.80 -0.13 -0.30 0.155
C 1.57190 0.46087 2.91604 0.14 -1.20 0.75 -0.204
C 0.50883 -0.93366 -0.66714 -2.79 0.26 1.46 0.029
C 0.97193 0.37312 -0.08453 3.51 -2.15 -0.63 0.117
C 0.24494 1.34055 0.38072 -2.76 -1.12 -1.11 0.521
O -1.12598 1.20217 0.23896 -1.02 0.95 0.54 -0.508
O 0.64972 -2.01344 0.41325 -0.30 1.59 -2.13 -0.729
O 2.38708 0.37718 0.07293 -1.27 0.00 -0.41 -0.699
O 0.67483 2.48588 0.87647 -0.55 1.07 0.55 -0.661
S 1.67381 -0.95397 3.51887 -0.11 1.09 -0.47 0.187
H -1.53910 -1.67484 -1.45345 0.40 0.49 -0.01 0.227
H -2.82884 0.27818 -0.38339 0.07 -0.07 -0.15 0.209
H 1.07780 -1.22113 -1.53861 0.34 -0.15 -0.08 0.198
H 1.59015 -2.14717 0.31721 0.62 -0.54 0.48 0.464
H 2.59453 1.16590 0.58036 0.23 0.16 0.18 0.490
H -0.01211 2.86190 1.46334 0.50 -0.27 -0.30 0.505
```
Forces are in eV/Å.

max |F|: 4.2 eV/Å
energy above the lowest of the compared OMol25 structures with the same formula, charge and spin: 361.44 kJ/mol
multiplicity: 1
LUMO level: -0.01 eV
charge: 0